Molecular formula: C58H140N6O15
Method: DFT, the ωB97M-V functional and the def2-TZVPD basis

```
219
Properties=species:S:1:pos:R:3:forces:R:3:lowdin_charge:R:1
C 3.510 -0.755 -4.126 1.720 -1.980 -0.249 -0.170
O 4.434 -0.064 -4.963 -0.933 1.594 0.029 -0.131
H 3.722 -0.581 -3.071 -0.270 0.297 0.102 0.042
H 2.462 -0.627 -4.349 -0.287 0.272 -0.191 0.061
H 3.808 -1.834 -4.307 -0.728 0.960 0.268 0.101
H 4.167 0.890 -4.981 0.435 -1.236 0.102 0.060
C 0.546 2.465 2.631 0.181 0.536 -0.325 -0.126
O 0.391 1.106 2.318 0.138 -1.004 -0.315 -0.145
H 1.162 2.582 3.534 -0.107 0.101 -0.194 0.085
H 1.075 2.858 1.742 -0.372 0.580 0.737 0.070
H -0.449 2.925 2.803 0.664 0.090 -0.239 0.077
H -0.488 0.842 2.579 -0.552 -0.441 0.440 0.032
C 3.936 -0.891 3.433 -0.272 0.464 -1.071 -0.149
O 2.514 -0.958 3.418 -0.234 0.380 -0.246 -0.143
H 4.358 -1.657 2.761 0.040 0.145 0.352 0.061
H 4.308 0.096 3.083 -0.166 -0.469 0.259 0.085
H 4.253 -1.040 4.451 0.267 -0.173 0.330 0.073
H 2.136 -0.329 2.778 0.211 -0.254 0.377 0.054
C -2.825 1.342 -2.317 0.457 0.169 -0.211 -0.140
O -3.043 -0.033 -2.206 -0.766 -0.515 1.588 -0.137
H -1.965 1.488 -2.969 0.094 0.459 -0.073 0.071
H -3.703 1.831 -2.728 -0.104 0.270 -0.123 0.080
H -2.592 1.772 -1.332 -0.068 -0.250 -0.220 0.072
H -2.774 -0.518 -2.978 0.255 -0.111 -0.908 0.027
O -1.883 -1.180 -4.709 1.733 -0.538 1.787 -0.085
H -1.227 -1.499 -3.987 -1.337 0.374 -1.150 0.052
H -1.294 -0.543 -5.126 -0.240 0.227 -0.366 0.043
O 0.100 -1.229 -2.544 -0.962 0.874 -0.225 -0.052
H -0.152 -0.800 -1.696 -0.083 -0.049 -0.177 0.013
H 0.790 -1.828 -2.325 0.896 -0.837 0.273 0.014
O -3.399 -1.178 0.437 0.168 0.498 -0.604 -0.065
H -3.187 -0.468 1.052 -0.036 -0.109 0.384 -0.019
H -3.440 -0.690 -0.419 0.073 -0.645 0.009 0.039
O -0.726 0.000 -0.159 0.226 -0.024 0.445 -0.049
H -0.083 0.387 0.460 -0.029 0.095 -0.103 0.037
H -1.268 -0.562 0.417 -0.065 -0.082 -0.357 0.027
O -4.541 -2.566 2.629 0.854 0.506 -0.419 -0.061
H -3.823 -2.718 1.965 -1.224 -0.248 0.597 0.019
H -4.895 -3.392 2.959 0.295 -0.283 -0.195 0.051
C 2.319 -6.351 2.186 1.119 0.654 0.295 -0.038
C 1.620 -5.003 2.062 -1.511 -0.288 0.878 -0.518
C 2.203 -4.184 0.905 -0.407 0.486 0.500 -0.118
C 1.211 -3.076 0.462 0.106 -1.083 -0.433 -0.161
C -0.131 -3.676 0.003 -0.065 0.491 0.664 -0.119
C -0.839 -4.348 1.253 1.574 -0.016 -1.971 -0.444
N 0.180 -5.368 1.778 -0.933 1.187 -2.161 -0.106
O -0.454 -6.054 2.810 0.375 0.866 1.578 -0.031
C -1.255 -3.320 2.282 0.319 1.963 -1.295 -0.037
C -2.060 -5.127 0.682 1.510 1.343 -0.661 -0.010
C 1.776 -4.183 3.356 0.918 -0.387 0.393 -0.033
H 2.097 -6.957 3.058 -0.759 0.069 0.048 0.078
H 3.350 -6.056 2.389 0.502 -0.380 -0.483 0.080
H 2.219 -6.946 1.277 0.114 0.127 0.099 0.091
H 3.206 -3.741 1.172 -1.037 -0.460 0.042 0.118
H 2.394 -4.879 0.097 -0.084 -0.009 -0.556 0.114
H 1.756 -2.551 -0.307 -0.189 0.565 -0.539 0.088
H 0.944 -2.370 1.237 0.538 0.238 0.385 0.088
H -0.001 -4.416 -0.771 0.282 -0.618 -0.127 0.105
H -0.757 -2.910 -0.519 0.147 -0.336 0.897 0.104
H -0.445 -2.791 2.802 -0.183 -0.129 -0.450 0.068
H -1.894 -2.511 1.805 0.699 -1.086 0.452 0.076
H -1.794 -3.800 3.029 -1.378 -0.747 1.492 0.058
H -2.661 -4.482 0.008 0.444 -0.199 0.376 0.070
H -1.602 -5.931 0.102 -0.563 -0.254 0.184 0.094
H -2.669 -5.426 1.486 -0.838 -0.949 0.832 0.059
H 2.888 -3.994 3.435 -1.243 0.208 0.168 0.099
H 1.529 -4.834 4.234 -0.095 0.780 -0.529 0.093
H 1.200 -3.223 3.325 0.946 -0.966 0.325 0.060
H -0.528 -5.370 3.528 -0.047 -1.062 -0.389 0.101
C -1.038 0.173 5.616 0.636 -0.129 -1.871 -0.034
C -2.474 0.480 5.302 -0.880 -0.186 0.328 -0.527
C -2.823 1.672 6.201 -1.047 0.458 -1.142 -0.126
C -4.062 2.458 5.722 -0.633 -0.700 -0.146 -0.150
C -4.002 2.769 4.213 0.347 -0.680 0.214 -0.120
C -3.861 1.477 3.340 1.343 0.970 0.175 -0.469
N -2.592 0.807 3.829 -0.100 0.472 1.124 -0.053
O -2.245 -0.355 3.088 -0.773 -0.154 -0.400 -0.069
C -5.094 0.621 3.262 -1.386 0.364 0.458 -0.020
C -3.519 1.993 1.940 0.603 -0.814 -0.147 -0.022
C -3.326 -0.719 5.699 -0.534 -0.295 0.247 -0.025
H -0.790 0.061 6.671 -0.182 0.044 -0.094 0.101
H -0.484 0.986 5.122 0.350 -0.235 0.573 0.087
H -0.821 -0.725 5.034 0.570 -0.174 0.417 0.081
H -3.027 1.258 7.181 0.182 0.101 0.312 0.116
H -1.927 2.275 6.232 0.085 0.611 0.175 0.111
H -4.298 3.322 6.342 0.504 0.353 -0.113 0.105
H -4.953 1.832 5.920 0.282 -0.025 -0.285 0.110
H -3.090 3.344 3.979 -0.266 0.022 0.238 0.102
H -4.865 3.348 3.838 0.247 -0.339 0.352 0.117
H -5.450 0.253 4.231 0.166 0.139 -0.211 0.067
H -5.931 1.272 2.905 0.609 -0.582 -0.099 0.114
H -4.983 -0.248 2.615 -0.050 0.116 -0.121 0.062
H -3.580 1.202 1.225 -0.598 -0.476 -0.631 0.050
H -4.094 2.816 1.562 -0.572 0.391 0.112 0.079
H -2.475 2.234 1.848 0.564 0.584 0.400 0.069
H -4.382 -0.534 5.441 0.448 -0.317 0.600 0.069
H -3.186 -0.917 6.780 -0.330 0.187 -0.519 0.102
H -3.026 -1.646 5.205 0.051 0.086 -0.159 0.078
H -2.952 -1.037 3.189 0.280 0.379 0.162 0.068
C 6.447 -3.885 0.585 0.114 0.105 0.151 -0.032
C 7.589 -3.125 -0.044 1.744 0.540 0.192 -0.492
C 7.759 -3.539 -1.529 -1.223 0.681 -0.690 -0.129
C 6.743 -2.818 -2.459 0.644 1.363 1.130 -0.140
C 6.815 -1.238 -2.208 0.137 -2.370 0.608 -0.083
C 6.609 -0.868 -0.733 -1.379 -0.479 0.873 -0.500
N 7.510 -1.626 0.128 0.696 -1.148 -2.589 -0.120
O 7.336 -1.296 1.453 -0.918 -0.208 1.229 -0.018
C 6.887 0.583 -0.474 0.029 1.910 -0.539 -0.054
C 5.085 -0.945 -0.297 0.117 -0.825 -1.306 -0.012
C 8.943 -3.466 0.632 1.013 0.063 -0.951 -0.050
H 5.561 -3.818 -0.010 -0.611 0.033 -0.577 0.048
H 6.195 -3.434 1.541 0.140 -0.392 0.362 0.081
H 6.710 -4.943 0.627 -0.051 0.053 0.445 0.094
H 8.721 -3.206 -1.912 0.357 -0.079 0.243 0.108
H 7.702 -4.647 -1.691 0.029 0.867 0.554 0.134
H 5.707 -3.063 -2.310 -0.511 -0.560 0.436 0.085
H 6.952 -3.112 -3.476 0.183 0.335 -0.485 0.099
H 6.002 -0.824 -2.751 -0.478 0.754 -0.707 0.076
H 7.759 -0.849 -2.546 0.422 0.252 -0.238 0.117
H 6.481 1.245 -1.253 -0.004 -0.391 -0.262 0.079
H 6.335 0.926 0.399 0.389 -0.032 0.397 0.077
H 7.933 0.886 -0.402 0.108 -0.394 0.114 0.096
H 4.591 -1.941 -0.335 0.471 0.473 -0.240 0.070
H 4.988 -0.603 0.728 -0.128 0.267 -0.096 0.049
H 4.591 -0.293 -1.056 -0.143 -0.301 0.922 0.065
H 9.824 -2.888 0.147 -1.598 -0.876 0.692 0.114
H 9.135 -4.536 0.505 0.092 0.050 -0.036 0.077
H 8.968 -3.277 1.694 -0.190 0.213 0.338 0.065
H 8.012 -0.652 1.653 0.424 0.155 0.006 0.107
C 3.946 3.911 -4.718 0.528 -1.183 0.561 -0.019
C 3.945 4.293 -3.204 0.072 1.424 -0.986 -0.505
C 3.393 5.762 -3.153 0.168 -0.989 0.929 -0.137
C 1.887 5.898 -3.301 0.262 -1.185 -2.025 -0.187
C 1.166 4.944 -2.340 -0.056 -0.963 -0.868 -0.087
C 1.704 3.421 -2.449 0.319 0.831 -0.906 -0.482
N 3.190 3.430 -2.340 -0.881 0.315 0.888 -0.085
O 3.740 2.125 -2.495 -0.591 -0.458 -0.464 -0.053
C 1.172 2.596 -1.339 -0.077 -0.654 1.330 -0.055
C 1.217 2.704 -3.712 1.396 -0.223 -0.512 -0.020
C 5.382 4.221 -2.626 -1.728 1.647 -0.163 -0.016
H 3.011 4.100 -5.287 0.789 -0.030 0.522 0.072
H 4.200 2.813 -4.722 -0.277 1.063 -0.486 0.074
H 4.777 4.464 -5.166 -0.153 -0.179 -0.198 0.086
H 3.674 6.257 -2.228 0.253 -0.096 0.374 0.117
H 3.914 6.262 -3.941 0.258 0.574 -0.548 0.106
H 1.645 5.664 -4.385 -0.022 -0.136 1.118 0.120
H 1.644 6.950 -3.268 -0.440 0.251 0.690 0.102
H 0.055 4.977 -2.509 0.966 -0.280 0.186 0.126
H 1.357 5.257 -1.328 0.032 0.165 0.585 0.103
H 1.598 1.577 -1.358 -0.618 0.154 -0.556 0.089
H 1.515 2.912 -0.346 -0.462 0.616 -0.102 0.075
H 0.078 2.603 -1.464 0.307 -0.389 0.636 0.090
H 1.660 1.672 -3.738 -0.562 0.870 0.041 0.093
H 0.151 2.660 -3.738 -0.805 -0.175 0.033 0.065
H 1.559 3.229 -4.598 -0.257 -0.108 -0.123 0.052
H 5.760 3.256 -2.801 0.896 -1.014 -0.142 0.054
H 5.243 4.439 -1.578 0.212 -0.306 0.536 0.086
H 5.990 5.027 -2.992 0.523 0.143 -0.593 0.080
H 4.031 1.830 -1.628 -0.057 0.297 0.243 0.089
C -2.680 -4.527 -5.661 -0.453 0.355 0.382 -0.021
C -2.708 -5.395 -4.389 0.135 -0.799 0.549 -0.499
C -2.159 -4.581 -3.225 -1.404 0.337 1.927 -0.111
C -3.208 -3.512 -2.703 0.979 -0.461 -1.471 -0.168
C -4.521 -4.139 -2.342 0.110 -2.123 1.076 -0.142
C -5.102 -5.034 -3.462 -0.057 -0.347 0.010 -0.470
N -4.022 -5.947 -3.924 -0.469 0.205 -0.306 -0.080
O -4.608 -6.920 -4.813 0.550 0.160 0.070 -0.053
C -6.206 -5.963 -2.856 -0.039 1.248 0.569 -0.037
C -5.697 -4.186 -4.669 1.511 -2.062 1.475 0.005
C -1.826 -6.653 -4.506 -1.621 -0.631 -1.787 -0.036
H -2.979 -3.494 -5.433 0.183 -0.323 -0.141 0.056
H -3.285 -4.851 -6.507 -0.143 -0.374 0.112 0.081
H -1.663 -4.487 -6.001 0.592 0.059 -0.243 0.078
H -1.967 -5.211 -2.340 -0.363 -0.388 -0.370 0.102
H -1.148 -4.242 -3.415 0.018 0.802 -0.552 0.113
H -3.419 -2.832 -3.512 0.182 0.651 -0.312 0.075
H -2.800 -2.951 -1.887 0.295 0.413 0.546 0.080
H -5.307 -3.461 -2.067 -0.158 0.822 0.023 0.113
H -4.367 -4.753 -1.389 -0.264 0.335 -1.295 0.130
H -5.771 -6.811 -2.306 -0.077 0.190 -0.589 0.089
H -6.851 -5.426 -2.103 0.623 -0.166 -0.847 0.093
H -6.828 -6.239 -3.696 -0.303 -0.664 0.148 0.063
H -5.957 -4.906 -5.453 -0.225 0.549 0.012 0.080
H -6.503 -3.628 -4.299 -1.491 0.670 0.215 0.065
H -4.928 -3.516 -4.964 0.394 0.595 -0.661 0.044
H -0.815 -6.524 -4.857 0.410 0.462 0.180 0.077
H -2.341 -7.263 -5.287 0.600 0.137 0.451 0.086
H -1.902 -7.243 -3.608 0.233 -0.007 0.437 0.082
H -4.781 -6.567 -5.707 0.265 0.413 0.435 0.089
C -1.683 5.297 0.896 -1.031 -0.581 -0.098 -0.012
C -2.713 6.399 0.596 1.513 1.361 0.290 -0.511
C -4.115 5.931 0.587 -2.045 -1.019 1.632 -0.149
C -4.723 5.661 2.003 0.208 3.819 -0.030 -0.122
C -4.609 7.047 2.888 0.891 -1.616 -1.044 -0.066
C -3.081 7.473 2.922 -1.623 -1.276 0.537 -0.555
N -2.647 7.580 1.540 0.144 -0.278 -0.733 -0.073
O -1.310 8.137 1.545 -0.715 0.412 -0.524 -0.040
C -2.968 8.824 3.564 0.181 -0.103 0.410 -0.050
C -2.353 6.489 3.838 0.544 0.944 -0.089 -0.027
C -2.457 6.941 -0.807 0.177 0.000 0.866 -0.035
H -2.063 4.639 1.681 0.377 0.200 0.276 0.049
H -0.675 5.658 1.095 -0.149 0.113 0.099 0.090
H -1.671 4.647 0.019 0.290 0.000 -0.187 0.080
H -4.805 6.598 0.042 0.474 0.162 0.327 0.132
H -4.210 4.993 0.065 0.339 -0.519 -0.509 0.110
H -4.272 4.878 2.556 0.531 -0.716 0.212 0.031
H -5.762 5.458 1.866 -0.780 -0.377 0.052 0.093
H -5.009 6.869 3.907 0.400 0.143 -0.457 0.115
H -5.184 7.858 2.428 -0.009 -0.253 -0.084 0.108
H -1.923 9.136 3.620 -0.094 -0.091 0.320 0.083
H -3.471 9.537 2.928 -0.527 0.479 0.215 0.085
H -3.388 8.678 4.576 0.063 0.824 -0.483 0.099
H -1.295 6.743 3.854 0.317 -0.645 -0.510 0.094
H -2.615 6.709 4.854 -0.613 0.060 0.687 0.074
H -2.619 5.470 3.662 0.405 -0.671 -0.243 0.039
H -3.026 7.822 -0.893 -0.526 1.498 -0.074 0.070
H -2.911 6.310 -1.538 0.286 -0.921 -0.632 0.080
H -1.418 7.167 -0.961 0.447 -0.083 -0.384 0.078
H -1.538 9.069 1.342 0.593 -0.784 0.060 0.115
```
Positions in Å, forces in eV/Å.

Properties
2S+1: 1
Gap between HOMO and LUMO, eV: 8.71